# 1
Below is the molecule C4H3NS at a distorted geometry, with properties calculated with the ωB97M-V functional and the def2-TZVPD basis.

Element x y z (Å)
S: 1.010 1.565 -0.719
C: 0.163 0.268 -0.237
C: -1.152 0.222 0.471
C: -1.445 -0.998 0.871
N: -0.290 -1.873 0.577
C: 0.481 -1.180 -0.144
H: -1.619 1.152 0.665
H: -2.259 -1.229 1.489
H: 1.464 -1.726 -0.458

The SMILES is S=C1C=CN=C1. For the HOMO-LUMO gap, the calculation gives 7.4388 eV. Its relative energy (zero: lowest compared OMol25 entry of this formula, charge and spin) is 15.9 kcal per mole.


# 2
Below is a structure of composition C6H10S at a distorted geometry, with properties calculated with the ωB97M-V functional and the def2-TZVPD basis.

Element x y z (Å)
C: 0.141 0.532 -0.644
C: -0.137 1.772 -0.302
C: 0.784 -0.407 -1.594
C: 0.212 -0.843 -0.285
C: -0.708 2.163 1.020
C: -0.774 -1.893 0.035
S: 1.968 -0.932 1.298
H: 0.072 2.579 -0.995
H: 0.256 -0.696 -2.498
H: 1.857 -0.355 -1.718
H: -0.837 1.292 1.657
H: -1.665 2.667 0.886
H: -0.029 2.857 1.517
H: -0.322 -2.879 0.011
H: -1.555 -1.869 -0.725
H: -1.233 -1.731 1.007
H: 1.968 -2.256 1.330

For the HOMO-LUMO gap, the calculation gives 8.5805 eV. Its relative energy (zero: lowest compared OMol25 entry of this formula, charge and spin) is 74.7 kcal per mole.


# 3
Below is a cluster of 5 separate species, H10O5 in total, with properties calculated with the ωB97M-V functional and the def2-TZVPD basis.

Element x y z (Å)
O: 1.477 -1.552 1.254
H: 1.498 -0.742 0.732
H: 2.402 -1.815 1.318
O: 5.413 0.078 -0.830
H: 4.738 -0.494 -1.212
H: 5.046 0.337 0.023
O: -3.453 -1.565 -1.083
H: -3.698 -1.798 -0.180
H: -2.533 -1.289 -1.012
O: -2.743 0.466 0.353
H: -3.479 0.135 -0.174
H: -3.166 0.988 1.044
O: -0.833 2.576 0.065
H: -0.722 1.722 -0.366
H: 0.054 2.954 0.069

The SMILES is O.O.O.O.O. For the HOMO-LUMO gap, the calculation gives 11.4015 eV. Its relative energy (zero: lowest compared OMol25 entry of this formula, charge and spin) is 33.8 kcal per mole.


# 4
Below is a cluster of 2 separate species, C3H8BNO in total at a distorted geometry, with properties calculated with the ωB97M-V functional and the def2-TZVPD basis.

Element x y z (Å)
B: 0.565 -1.285 1.823
C: 0.315 -0.250 -1.107
C: -1.077 0.382 -0.807
C: 1.174 0.357 0.024
N: -0.880 1.309 0.304
O: 0.545 1.483 0.469
H: -0.426 -1.043 2.562
H: 1.205 -2.216 1.787
H: 0.416 -1.467 -1.019
H: 0.561 -0.232 -2.160
H: -1.418 0.712 -1.676
H: -1.860 -0.365 -0.403
H: 2.172 0.385 -0.091
H: -1.293 2.232 0.295

For the HOMO-LUMO gap, the calculation gives 7.3658 eV. Its relative energy (zero: lowest compared OMol25 entry of this formula, charge and spin) is 201.2 kcal per mole.


# 5
Below is the molecule C23H28N2O4S at a distorted geometry, with properties calculated with the ωB97M-V functional and the def2-TZVPD basis.

Element x y z (Å)
C: 4.452 -1.681 -0.341
C: 3.361 -0.619 -0.414
C: 1.926 -1.172 -0.381
C: 1.732 -2.284 -1.420
C: 1.587 -1.801 0.989
O: 2.388 -1.944 1.888
N: 0.299 -2.186 1.082
C: -0.266 -2.831 2.247
C: -1.467 -2.037 2.785
C: -2.670 -2.664 2.088
C: -2.343 -4.155 2.133
C: -0.829 -4.224 1.889
N: 0.977 -0.060 -0.583
C: 0.719 0.782 0.584
C: 0.983 2.234 0.354
C: 0.174 3.285 0.659
C: 0.739 4.535 0.320
C: 1.971 4.413 -0.233
S: 2.474 2.774 -0.343
C: 0.662 0.386 -1.833
O: 1.161 -0.037 -2.856
C: -0.403 1.440 -1.890
C: -0.152 2.593 -2.619
C: -1.100 3.603 -2.743
C: -2.315 3.393 -2.136
C: -2.590 2.213 -1.442
C: -1.656 1.218 -1.306
O: -3.872 2.257 -0.960
C: -4.398 3.499 -1.376
O: -3.414 4.207 -2.099
H: 4.332 -2.281 0.556
H: 5.423 -1.193 -0.301
H: 4.433 -2.329 -1.212
H: 3.487 0.067 0.426
H: 3.466 -0.047 -1.338
H: 0.676 -2.454 -1.620
H: 2.169 -3.205 -1.042
H: 2.207 -2.017 -2.359
H: -0.316 -2.035 0.299
H: 0.548 -2.886 2.972
H: -1.363 -0.970 2.593
H: -1.547 -2.185 3.862
H: -3.611 -2.428 2.582
H: -2.734 -2.321 1.054
H: -2.905 -4.728 1.397
H: -2.580 -4.547 3.122
H: -0.364 -5.005 2.487
H: -0.616 -4.441 0.842
H: 1.369 0.429 1.391
H: -0.317 0.673 0.924
H: -0.799 3.172 1.102
H: 0.245 5.476 0.479
H: 2.625 5.186 -0.584
H: 0.813 2.707 -3.088
H: -0.899 4.507 -3.292
H: -1.892 0.305 -0.786
H: -4.700 4.085 -0.493
H: -5.278 3.331 -2.017

The SMILES is CC[C@@](C)(C(=O)NC1CCCC1)N(Cc1cccs1)C(=O)c1ccc2c(c1)OCO2. For the HOMO-LUMO gap, the calculation gives 8.7377 eV. Its relative energy (zero: lowest compared OMol25 entry of this formula, charge and spin) is 29.7 kcal per mole.


# 6
Below is a structure of composition C4H4O3 at a distorted geometry, with properties calculated with the ωB97M-V functional and the def2-TZVPD basis.

Element x y z (Å)
C: 0.611 1.683 0.419
C: -0.453 0.871 -0.272
O: -1.302 1.329 -1.007
C: -0.398 -0.610 -0.109
O: -1.006 -1.122 0.853
C: 0.038 -2.538 -0.655
O: 0.629 -2.999 -1.528
H: 0.491 1.611 1.506
H: 0.523 2.725 0.105
H: 1.607 1.301 0.168
H: -0.739 -2.251 0.519

For the HOMO-LUMO gap, the calculation gives 9.3553 eV. Its relative energy (zero: lowest compared OMol25 entry of this formula, charge and spin) is 85.0 kcal per mole.


# 7
Below is a cluster of 4 separate species, C4H16O4 in total at a distorted geometry, with properties calculated with the ωB97M-V functional and the def2-TZVPD basis.

Element x y z (Å)
C: 0.110 -13.895 27.505
O: 1.135 -14.505 28.275
H: 0.315 -12.836 27.664
H: 0.064 -14.263 26.480
H: -0.781 -14.125 28.088
H: 1.204 -14.160 29.168
C: 5.686 -14.681 25.660
O: 7.001 -15.184 25.725
H: 5.005 -15.419 25.235
H: 5.468 -14.467 26.706
H: 5.796 -13.773 25.068
H: 7.577 -14.482 25.416
C: 10.778 -13.588 23.591
O: 9.754 -12.853 24.315
H: 11.516 -14.039 24.253
H: 10.359 -14.353 22.937
H: 11.315 -12.947 22.891
H: 10.280 -12.085 24.547
C: 8.326 -16.669 30.441
O: 9.388 -16.248 29.592
H: 8.806 -16.679 31.419
H: 7.635 -15.826 30.467
H: 7.958 -17.637 30.100
H: 8.946 -16.058 28.761

The SMILES is CO.CO.CO.CO. For the HOMO-LUMO gap, the calculation gives 10.7312 eV. Its relative energy (zero: lowest compared OMol25 entry of this formula, charge and spin) is 74.1 kcal per mole.